A 2-piece molecular cluster, CH3NOS2 overall in a non-equilibrium geometry, computed with ωB97M-V/def2-TZVPD.

As for the molar mass: 109.18 Da. The value obtained for the highest occupied orbital energy (alpha / beta) is -8.6 / -8.6 eV. As for the SMILES: C#N.OSS. The net charge is 0. The calculation puts the relative energy (zero: lowest compared OMol25 entry of this formula, charge and spin) at 261.0 kJ/mol.

Each line ends with the Löwdin charge.
Element x y z (Å)
H -2.1569 -1.1602 1.2538  0.05
H 1.1633 2.0689 0.1822  -0.28
S -0.3972 -0.3202 0.1408  0.52
S -0.1574 2.2150 0.2504  0.23
N 2.6611 -1.1291 -0.1524  0.03
O -1.7634 -1.3210 0.3581  -0.55
C 3.5719 -1.7867 0.0284  -0.09
H 4.4150 -2.4690 0.3998  0.10

Forces on atoms 1 to 6 (eV/Å):
0.666 -0.357 -0.853
0.289 -0.426 0.020
0.384 0.174 0.277
-1.409 -1.748 -0.093
-0.633 0.645 -0.414
0.029 2.313 0.656